C14H28F3O4S | ωB97M-V with the def2-TZVPD basis set

Computed properties:
HOMO energy: -5.7 eV
Molecular weight: 349.435 g mol⁻¹
Multiplicity: 1
Largest force on an atom: 1.9 eV Å⁻¹
Frontier orbital gap: 8.69 eV
Charge: -1
LUMO: 2.98 eV

Structure (XYZ):
```
50
Properties=species:S:1:pos:R:3:forces:R:3:lowdin_charge:R:1
O -1.976505 -1.070699 0.653061 -0.178 0.129 0.396 0.0008
C -2.194246 -0.761031 -0.500113 0.991 -1.459 -0.736 -0.7525
O -1.818793 -1.144072 -1.603581 -0.576 0.661 0.367 -0.0091
S -3.437330 0.710025 -0.544813 0.440 1.052 0.391 0.7885
O -3.346505 1.514951 -1.735883 -0.357 -0.298 -0.638 -0.3284
O -3.375516 1.440285 0.698477 -0.265 -0.139 0.481 -0.3375
C -5.140271 -0.062303 -0.528357 0.424 0.202 -0.621 -0.7016
F -5.305178 -0.816863 -1.619083 -0.089 -0.185 -0.165 0.1218
F -6.052134 0.904638 -0.553726 -0.341 0.236 0.089 0.1266
F -5.345098 -0.821883 0.533095 -0.034 -0.204 0.427 0.1448
C 2.464961 -0.565963 5.331139 -0.010 0.118 -0.019 -0.1173
C 1.270489 0.232009 5.846219 0.070 -0.061 0.075 -0.2761
C 0.037766 -0.627545 6.118201 -0.064 -0.014 0.018 -0.2381
C -0.533837 -1.338678 4.889534 0.074 0.030 -0.040 -0.2293
C -0.925414 -0.422219 3.730340 -0.146 -0.083 0.097 -0.2607
C -2.031290 0.567150 4.081732 0.131 0.109 -0.060 -0.0997
H 2.244857 -1.047667 4.378208 -0.007 -0.019 0.001 0.0660
H 3.327617 0.085048 5.177557 0.022 -0.025 -0.001 0.0643
H 2.752874 -1.340273 6.046301 -0.015 -0.033 -0.017 0.0697
H 1.026466 1.024560 5.134963 -0.035 -0.010 -0.011 0.0981
H 1.556423 0.733370 6.776138 -0.004 0.028 -0.010 0.0985
H -0.736377 -0.000491 6.569575 -0.012 0.005 -0.022 0.0969
H 0.291218 -1.380682 6.873604 0.026 0.013 0.007 0.1029
H -1.413682 -1.911314 5.200969 -0.014 0.002 -0.008 0.1066
H 0.188909 -2.076266 4.527310 0.001 -0.012 0.020 0.0984
H -1.267502 -1.035104 2.897372 0.051 0.040 -0.059 0.0825
H -0.050181 0.121979 3.364117 0.024 -0.017 -0.006 0.1027
H -2.932543 0.041146 4.405606 -0.006 0.005 0.022 0.0752
H -2.291463 1.167274 3.209604 -0.065 -0.053 -0.021 0.0598
H -1.729618 1.251601 4.880315 -0.025 -0.020 0.024 0.0592
C 1.321259 -0.412526 -2.451481 0.228 0.018 -0.042 -0.1068
C 2.343909 0.432461 -3.207871 -0.111 -0.028 0.100 -0.2736
C 1.705288 1.393480 -4.209260 0.108 0.056 -0.050 -0.2311
C 0.912436 0.718921 -5.328895 -0.068 -0.041 0.038 -0.2265
C 1.707390 -0.278006 -6.169875 0.008 0.095 -0.098 -0.2724
C 2.876691 0.354659 -6.920772 -0.008 -0.135 0.034 -0.1201
H 0.745244 -1.051590 -3.119422 -0.072 0.011 0.035 0.0657
H 1.816776 -1.060802 -1.727444 -0.033 -0.012 0.027 0.0718
H 0.617773 0.216374 -1.907351 -0.085 -0.039 -0.031 0.0731
H 3.062696 -0.220631 -3.714290 0.010 0.034 -0.028 0.0924
H 2.922730 1.019465 -2.488637 0.030 0.000 -0.016 0.0995
H 2.486046 2.028356 -4.642374 -0.014 -0.003 -0.020 0.0953
H 1.033964 2.069204 -3.672064 -0.018 -0.020 0.025 0.1114
H 0.509256 1.496090 -5.986957 0.008 -0.006 -0.019 0.1071
H 0.045467 0.209785 -4.902022 0.002 0.014 0.025 0.1072
H 1.029746 -0.734822 -6.896338 -0.004 -0.034 0.016 0.1014
H 2.074150 -1.093601 -5.541751 -0.017 0.001 0.027 0.0972
H 2.527409 1.147446 -7.586177 0.013 0.034 0.020 0.0703
H 3.394702 -0.389378 -7.529256 0.015 0.025 -0.022 0.0631
H 3.608976 0.784127 -6.235641 -0.002 0.029 -0.002 0.0617
```
Forces are in eV/Å.